Entry 1:
A gas-phase ion, C4H9N2O2 (charge +1). Source: the OMol25 dataset; level of theory: ωB97M-V/def2-TZVPD.

The geometry in XYZ format:
```
17
Properties=species:S:1:pos:R:3:lowdin_charge:R:1
C 1.071 -0.690 -0.330 -0.46
C -0.231 0.876 -1.504 -0.22
C -2.453 1.158 -0.656 0.31
C 0.765 -0.739 2.070 -0.06
N 0.644 -0.171 -1.572 0.06
N 0.513 -0.170 0.712 0.02
O -1.547 0.414 -1.248 0.07
O 1.984 -1.668 -0.334 0.13
H 0.193 1.516 -0.665 0.17
H -0.272 1.277 -2.496 0.15
H -3.343 0.624 -0.463 0.13
H -2.217 2.118 -0.214 0.15
H 0.112 -0.306 2.765 0.05
H 1.772 -0.389 2.287 0.08
H 0.903 -1.838 1.854 0.10
H 0.578 -0.797 -2.368 0.16
H 2.393 -1.775 -1.216 0.14
```

- ΔE to the lowest compared entry with this formula, charge and spin (kJ/mol) = 356.0
- total charge = +1
- E (eV) = -11359.278


Entry 2:
A molecular structure, C8H10F3NO3PdS. Source: the OMol25 dataset; level of theory: ωB97M-V/def2-TZVPD.

The geometry in XYZ format:
```
27
Properties=species:S:1:pos:R:3:lowdin_charge:R:1
C -1.633 -1.575 0.090 -0.14
C -1.865 -0.482 1.009 -0.21
C -0.640 -0.299 1.767 -0.12
C 0.233 -1.370 1.423 -0.09
C -0.335 -2.115 0.369 -0.07
Pd -0.567 0.372 -0.389 0.93
N 2.687 -1.594 -0.670 0.02
C -1.393 1.301 -1.803 -0.29
C -1.907 2.048 -0.668 -0.10
H -0.550 0.395 2.596 0.13
H -2.811 0.033 1.157 0.11
H 1.188 -1.566 1.906 0.12
H 0.090 -2.996 -0.101 0.11
H -2.411 -2.029 -0.525 0.11
H -2.876 1.875 -0.135 0.06
H -0.498 1.665 -2.389 0.09
H 2.355 -1.194 -1.598 -0.02
H -1.385 2.956 -0.287 0.07
H -1.953 0.495 -2.363 0.08
F 4.801 1.100 1.495 0.12
C 3.596 1.675 1.702 -0.62
F 3.097 1.281 2.896 0.12
F 3.729 3.013 1.705 0.12
S 2.486 1.145 0.265 0.63
O 2.987 1.688 -0.975 -0.28
O 2.631 -0.443 0.398 -0.49
O 1.190 1.628 0.739 -0.38
```

- multiplicity = 5
- ΔE to the lowest compared entry with this formula, charge and spin (kJ/mol) = 39.5
- total charge = 0
- expectation value of S² = 6.0224
- E (eV) = -38547.283


Entry 3:
2 unconnected molecules or ions with the total composition C14H26F5IN4O7PS. Source: the OMol25 dataset; level of theory: ωB97M-V/def2-TZVPD.

The geometry in XYZ format:
```
59
Properties=species:S:1:pos:R:3:lowdin_charge:R:1
C 2.628 2.952 -0.138 -0.04
C 3.039 1.393 -0.396 -0.26
O 1.879 0.717 -0.858 -0.13
N 1.805 -0.667 -0.901 -0.22
P 3.456 -1.319 -1.162 0.82
N 3.633 -2.746 -1.862 -0.27
C 1.259 -0.930 -2.319 -0.08
C 0.449 -2.287 -2.468 -0.13
O 0.752 -3.256 -1.471 -0.19
C 0.809 -2.845 -0.114 -0.62
I 2.351 -4.128 0.845 1.09
C -0.518 -3.599 0.504 -0.27
N -0.302 -5.071 0.400 -0.10
C 0.886 -1.247 0.185 -0.20
N -0.483 -0.787 0.166 -0.05
C -1.444 -0.818 1.256 -0.05
C -1.112 0.125 -0.751 -0.40
C -2.434 -0.381 -1.545 0.01
O -0.889 1.342 -0.966 0.06
C 1.452 -0.914 1.668 -0.22
F 1.031 -1.851 2.658 0.03
F 2.863 -1.072 1.838 -0.02
C 1.226 0.531 2.281 -0.34
F 0.543 1.486 1.568 0.13
F 2.413 1.153 2.744 0.10
F 0.483 0.370 3.485 0.09
H 2.774 3.234 0.958 0.09
H 1.515 3.074 -0.365 0.08
H 3.179 3.663 -0.824 0.09
H 3.541 1.061 0.564 0.12
H 3.901 1.539 -1.147 0.12
H 4.057 -0.465 -2.175 0.08
H 4.365 -1.303 -0.075 0.06
H 4.052 -2.677 -2.795 0.01
H 0.665 -0.021 -2.701 0.17
H 2.101 -0.966 -3.099 0.13
H 0.754 -2.742 -3.479 0.16
H -0.685 -2.182 -2.540 0.12
H -0.652 -3.384 1.615 0.12
H -1.453 -3.299 -0.069 0.12
H -0.565 -5.423 -0.525 0.09
H -0.780 -5.559 1.162 0.09
H -1.185 -1.066 2.319 0.12
H -2.012 0.182 1.341 0.11
H -2.287 -1.561 0.984 0.12
H -3.307 0.096 -0.969 0.10
H -2.579 -1.504 -1.474 0.08
H -2.460 0.008 -2.611 0.11
C -3.174 2.887 0.696 -0.19
C -2.436 4.060 1.322 -0.17
O -3.256 5.196 1.057 -0.18
S -4.813 4.736 1.042 0.65
O -5.378 5.017 2.325 -0.21
O -5.403 5.181 -0.181 -0.22
O -4.557 3.136 0.941 -0.19
H -3.019 2.857 -0.386 0.13
H -2.876 1.934 1.131 0.10
H -1.440 4.197 0.902 0.13
H -2.359 3.944 2.408 0.14
```

- total charge = +1
- E (eV) = -77026.896


Entry 4:
C6H10 in the gas phase. Source: the OMol25 dataset; level of theory: ωB97M-V/def2-TZVPD.

The geometry in XYZ format:
```
16
Properties=species:S:1:pos:R:3:lowdin_charge:R:1
C 3.281 -0.788 0.790 0.10
C 2.384 -0.268 0.181 -0.16
C 1.342 0.408 -0.590 -0.22
C 0.009 0.597 0.181 -0.22
C -1.083 -0.281 -0.416 -0.29
C -2.451 -0.138 0.244 -0.12
H 4.106 -1.228 1.299 0.02
H 1.187 -0.135 -1.531 0.11
H 1.746 1.378 -0.888 0.11
H -0.294 1.650 0.139 0.11
H 0.146 0.360 1.244 0.11
H -0.744 -1.325 -0.367 0.11
H -1.159 -0.020 -1.480 0.11
H -2.416 -0.402 1.307 0.07
H -3.174 -0.800 -0.244 0.07
H -2.825 0.890 0.168 0.07
```

- structure (SMILES) = C#CCCCC
- ΔE to the lowest compared entry with this formula, charge and spin (kJ/mol) = 150.1
- total charge = 0
- E (eV) = -6382.304


Entry 5:
A molecular structure, C13H10ClN2OReS5SbSe. Source: the OMol25 dataset; level of theory: ωB97M-V/def2-TZVPD.

The geometry in XYZ format:
```
35
Properties=species:S:1:pos:R:3:lowdin_charge:R:1
Re 0.093 0.444 -0.798 0.87
O 0.423 0.324 1.353 -0.31
N 1.606 0.653 1.872 -0.20
C 1.631 0.967 3.184 -0.01
C 2.802 1.272 3.818 -0.04
C 3.989 1.272 3.080 -0.05
C 3.947 0.960 1.744 -0.07
C 2.735 0.633 1.121 -0.64
S 2.649 0.214 -0.532 0.66
H 0.668 0.960 3.671 0.14
H 2.791 1.515 4.869 0.11
H 4.929 1.525 3.550 0.12
H 4.833 0.964 1.126 0.11
S 2.806 3.529 -3.867 -0.15
Sb 0.747 2.972 -3.111 -0.04
S 0.362 0.459 -3.031 0.17
S 0.759 2.711 -0.665 0.05
S -1.212 3.773 -3.924 -0.16
Cl -5.505 -2.178 -1.073 0.72
C -3.794 -2.163 -0.989 -0.67
C -3.172 -2.223 0.257 -0.09
C -1.802 -2.131 0.332 -0.04
C -1.020 -1.978 -0.830 -0.37
C 0.418 -1.754 -0.732 -0.26
C -1.676 -1.987 -2.078 -0.07
C -3.048 -2.071 -2.159 -0.08
H -3.772 -2.328 1.150 0.11
H -1.312 -2.164 1.297 0.12
H 1.010 -2.091 -1.577 0.06
H 0.852 -2.061 0.214 0.07
H -1.090 -1.914 -2.984 0.09
H -3.547 -2.046 -3.118 0.12
Se -4.478 1.781 -0.172 0.75
C -2.874 1.255 -0.421 -0.87
N -1.745 0.906 -0.575 -0.19
```

- multiplicity = 2
- total charge = 0
- expectation value of S² = 0.8413
- E (eV) = -159382.493


Please write out number 3 again, unchanged.
2 unconnected molecules or ions with the total composition C14H26F5IN4O7PS. Source: the OMol25 dataset; level of theory: ωB97M-V/def2-TZVPD.

The geometry in XYZ format:
```
59
Properties=species:S:1:pos:R:3:lowdin_charge:R:1
C 2.628 2.952 -0.138 -0.04
C 3.039 1.393 -0.396 -0.26
O 1.879 0.717 -0.858 -0.13
N 1.805 -0.667 -0.901 -0.22
P 3.456 -1.319 -1.162 0.82
N 3.633 -2.746 -1.862 -0.27
C 1.259 -0.930 -2.319 -0.08
C 0.449 -2.287 -2.468 -0.13
O 0.752 -3.256 -1.471 -0.19
C 0.809 -2.845 -0.114 -0.62
I 2.351 -4.128 0.845 1.09
C -0.518 -3.599 0.504 -0.27
N -0.302 -5.071 0.400 -0.10
C 0.886 -1.247 0.185 -0.20
N -0.483 -0.787 0.166 -0.05
C -1.444 -0.818 1.256 -0.05
C -1.112 0.125 -0.751 -0.40
C -2.434 -0.381 -1.545 0.01
O -0.889 1.342 -0.966 0.06
C 1.452 -0.914 1.668 -0.22
F 1.031 -1.851 2.658 0.03
F 2.863 -1.072 1.838 -0.02
C 1.226 0.531 2.281 -0.34
F 0.543 1.486 1.568 0.13
F 2.413 1.153 2.744 0.10
F 0.483 0.370 3.485 0.09
H 2.774 3.234 0.958 0.09
H 1.515 3.074 -0.365 0.08
H 3.179 3.663 -0.824 0.09
H 3.541 1.061 0.564 0.12
H 3.901 1.539 -1.147 0.12
H 4.057 -0.465 -2.175 0.08
H 4.365 -1.303 -0.075 0.06
H 4.052 -2.677 -2.795 0.01
H 0.665 -0.021 -2.701 0.17
H 2.101 -0.966 -3.099 0.13
H 0.754 -2.742 -3.479 0.16
H -0.685 -2.182 -2.540 0.12
H -0.652 -3.384 1.615 0.12
H -1.453 -3.299 -0.069 0.12
H -0.565 -5.423 -0.525 0.09
H -0.780 -5.559 1.162 0.09
H -1.185 -1.066 2.319 0.12
H -2.012 0.182 1.341 0.11
H -2.287 -1.561 0.984 0.12
H -3.307 0.096 -0.969 0.10
H -2.579 -1.504 -1.474 0.08
H -2.460 0.008 -2.611 0.11
C -3.174 2.887 0.696 -0.19
C -2.436 4.060 1.322 -0.17
O -3.256 5.196 1.057 -0.18
S -4.813 4.736 1.042 0.65
O -5.378 5.017 2.325 -0.21
O -5.403 5.181 -0.181 -0.22
O -4.557 3.136 0.941 -0.19
H -3.019 2.857 -0.386 0.13
H -2.876 1.934 1.131 0.10
H -1.440 4.197 0.902 0.13
H -2.359 3.944 2.408 0.14
```

- total charge = +1
- E (eV) = -77026.896